{
  "formula": "C3H7N",
  "method": "wB97M-V/def2-TZVPD",
  "largest_force_ha_per_bohr": 0.0301,
  "lumo_ev": 1.223,
  "total_charge": 0,
  "e_above_lowest_kj_mol": 82.2,
  "symbols": ["N", "C", "C", "C", "H", "H", "H", "H", "H", "H", "H"],
  "coordinates": [[-1.34408, -0.19631, 0.41321], [-0.90351, -0.18750, -0.99376], [-0.16832, 0.56678, 0.04763], [1.18045, 0.07557, 0.53429], [2.07921, 0.57710, 0.04031], [-0.43978, -1.07486, -1.46444], [1.27316, 0.25989, 1.62128], [-1.01593, -1.03142, 0.94795], [-0.33883, 1.67145, 0.18458], [1.29562, -0.98183, 0.33722], [-1.61799, 0.32113, -1.66827]],
  "forces_ev_per_angstrom": [[0.3088, -1.2240, 0.7582], [-0.3937, -0.0523, -0.6105], [0.3624, 1.4928, 0.1819], [0.9720, 1.0116, -0.1550], [-1.3219, -0.4260, 0.5047], [-0.1616, 0.5157, 0.5721], [-0.0053, -0.1576, -0.4466], [-0.5375, 0.6243, -0.8714], [0.2972, -1.1455, -0.4920], [-0.0627, -0.3850, 0.0529], [0.5422, -0.2540, 0.5058]]
}